[1]
Molecular formula: C25H72N6O11
Method: DFT, ωB97M-V with the def2-TZVPD basis set

Element x y z (Å)
C (-1.60, 12.01, 20.92)
O (-1.36, 11.09, 21.96)
H (-0.69, 12.42, 20.52)
H (-2.23, 12.80, 21.24)
H (-2.26, 11.63, 20.13)
H (-2.22, 10.66, 22.09)
C (1.86, 10.38, 21.27)
O (1.92, 11.48, 22.06)
N (2.94, 9.81, 20.81)
N (0.73, 9.97, 20.74)
H (3.86, 10.06, 21.18)
H (2.90, 9.02, 20.09)
H (-0.05, 10.37, 21.28)
H (0.52, 9.05, 20.31)
C (-2.07, 13.80, 24.18)
O (-1.83, 14.83, 24.99)
N (-3.26, 13.31, 23.79)
N (-1.04, 13.15, 23.66)
H (-4.02, 13.72, 24.27)
H (-3.32, 12.49, 23.18)
H (-0.08, 13.49, 23.95)
H (-1.10, 12.45, 22.90)
C (1.58, 10.86, 17.36)
O (1.43, 11.06, 15.99)
N (0.59, 10.76, 18.21)
N (2.74, 10.50, 17.87)
H (-0.36, 10.80, 17.87)
H (0.78, 10.57, 19.24)
H (3.51, 10.39, 17.24)
H (2.96, 10.59, 18.88)
C (-1.99, 8.24, 15.33)
C (-1.33, 8.68, 16.62)
C (-2.32, 9.49, 17.49)
O (-0.83, 7.81, 17.37)
H (-2.86, 7.56, 15.56)
H (-1.29, 7.60, 14.78)
H (-2.29, 9.04, 14.68)
H (-0.51, 9.37, 16.37)
H (-1.95, 9.92, 18.38)
H (-3.20, 8.91, 17.80)
H (-2.81, 10.30, 16.97)
H (-0.46, 7.14, 16.85)
C (-3.53, 8.62, 20.59)
C (-3.79, 8.96, 22.10)
C (-2.76, 8.28, 22.94)
O (-3.77, 10.19, 22.41)
H (-3.87, 7.63, 20.30)
H (-2.47, 8.72, 20.34)
H (-4.03, 9.22, 19.84)
H (-4.78, 8.61, 22.36)
H (-1.82, 8.62, 22.69)
H (-2.78, 7.19, 22.81)
H (-2.82, 8.45, 24.03)
H (-4.56, 10.29, 22.91)
C (-5.16, 11.62, 17.77)
C (-6.01, 12.32, 18.80)
C (-5.24, 12.13, 20.10)
O (-6.32, 13.55, 18.65)
H (-5.35, 12.10, 16.77)
H (-5.37, 10.56, 17.74)
H (-4.09, 11.71, 17.88)
H (-6.93, 11.80, 18.89)
H (-4.23, 12.50, 20.07)
H (-5.24, 11.07, 20.35)
H (-5.74, 12.58, 20.99)
H (-6.25, 13.74, 17.72)
C (2.32, 14.84, 17.80)
C (3.29, 13.96, 18.54)
C (2.65, 13.17, 19.70)
O (3.80, 13.13, 17.78)
H (1.47, 14.24, 17.47)
H (2.80, 15.33, 16.95)
H (2.03, 15.64, 18.52)
H (4.07, 14.61, 18.94)
H (1.89, 12.51, 19.40)
H (2.39, 13.81, 20.48)
H (3.36, 12.58, 20.20)
H (3.25, 12.33, 17.74)
C (-4.89, 16.33, 22.55)
C (-4.68, 15.38, 21.41)
C (-4.85, 16.11, 20.11)
O (-3.52, 14.90, 21.37)
H (-4.92, 15.90, 23.58)
H (-5.94, 16.75, 22.39)
H (-4.11, 17.12, 22.61)
H (-5.43, 14.57, 21.55)
H (-4.11, 16.91, 20.03)
H (-5.81, 16.54, 19.83)
H (-4.65, 15.45, 19.25)
H (-3.21, 14.80, 22.28)
C (-1.10, 17.09, 22.27)
C (-0.38, 15.97, 21.49)
C (-0.56, 16.13, 19.98)
O (0.83, 15.77, 21.71)
H (-0.54, 17.99, 22.15)
H (-1.21, 16.87, 23.34)
H (-2.13, 17.20, 21.98)
H (-0.87, 15.01, 21.72)
H (-1.61, 16.00, 19.74)
H (-0.05, 15.38, 19.37)
H (-0.40, 17.19, 19.64)
H (0.91, 15.15, 22.39)
C (-1.45, 13.10, 17.62)
C (-2.54, 14.04, 17.13)
C (-2.02, 15.32, 16.49)
O (-3.24, 13.46, 16.28)
H (-1.91, 12.20, 18.02)
H (-0.96, 13.57, 18.41)
H (-0.65, 12.82, 16.94)
H (-3.22, 14.45, 17.88)
H (-1.61, 16.00, 17.21)
H (-2.86, 15.80, 15.99)
H (-1.25, 15.13, 15.76)
H (-4.06, 13.94, 16.12)

Calculated values
SMILES string = NC(N)=O.NC(N)=O.NC(N)=O.CC(C)O.CC(C)O.CC(C)O.CC(C)O.CC(C)O.CC(C)O.CC(C)O.CO
HOMO-LUMO gap = 8.808 eV
Energy relative to the best compared isomer or geometry (same formula, charge and spin) = 7.731 eV
E_HOMO = -0.330 Ha


[2]
Molecular formula: C20H25N3O5
Method: DFT, ωB97M-V with the def2-TZVPD basis set

Element x y z (Å)
C (1.43, -8.44, 0.72)
C (0.20, -8.11, 1.55)
H (0.38, -8.33, 2.61)
H (-0.67, -8.69, 1.23)
O (-0.08, -6.72, 1.41)
C (-1.30, -6.32, 1.80)
O (-2.13, -7.06, 2.26)
C (-1.51, -4.87, 1.58)
C (-0.51, -4.04, 1.08)
C (-0.75, -2.69, 0.89)
C (-2.00, -2.15, 1.20)
C (-3.00, -2.98, 1.71)
C (-2.75, -4.33, 1.90)
H (-3.52, -4.98, 2.29)
H (-3.97, -2.57, 1.95)
N (-2.31, -0.80, 1.01)
C (-1.52, 0.20, 0.54)
O (-0.36, 0.10, 0.23)
C (-2.27, 1.54, 0.45)
N (-1.41, 2.50, -0.19)
C (-0.47, 3.23, 0.47)
O (-0.41, 3.39, 1.66)
C (0.46, 3.81, -0.61)
N (-0.17, 3.31, -1.81)
C (-1.20, 2.48, -1.58)
O (-1.87, 1.87, -2.37)
H (0.25, 3.40, -2.72)
C (1.84, 3.18, -0.35)
C (2.90, 3.47, -1.40)
C (3.15, 4.95, -1.69)
C (2.06, 5.59, -2.56)
C (0.82, 6.08, -1.80)
H (0.96, 7.13, -1.53)
C (0.46, 5.34, -0.51)
H (-0.54, 5.67, -0.21)
H (1.14, 5.62, 0.29)
H (-0.04, 6.04, -2.48)
H (2.49, 6.44, -3.09)
H (1.77, 4.86, -3.32)
H (3.25, 5.50, -0.75)
H (4.10, 5.04, -2.22)
H (2.64, 2.97, -2.34)
H (3.83, 3.02, -1.05)
H (2.18, 3.54, 0.63)
H (1.71, 2.10, -0.27)
H (-2.51, 1.90, 1.45)
H (-3.17, 1.42, -0.16)
H (-3.26, -0.56, 1.24)
H (0.02, -2.05, 0.50)
H (0.45, -4.45, 0.84)
H (1.24, -8.21, -0.33)
H (1.67, -9.49, 0.82)
H (2.28, -7.85, 1.05)

Calculated values
SMILES string = CCOC(=O)c1ccc(NC(=O)CN2C(=O)NC3(CCCCCC3)C2=O)cc1
HOMO-LUMO gap = 9.433 eV
Energy relative to the best compared isomer or geometry (same formula, charge and spin) = 0.152 eV
E_HOMO = -0.327 Ha


[3]
Molecular formula: C9H14O
Method: DFT, ωB97M-V with the def2-TZVPD basis set

Element x y z (Å)
C (1.07, 0.70, 3.15)
C (0.09, -1.48, 0.21)
C (0.76, -0.85, -0.83)
C (0.21, -0.98, 1.49)
C (0.93, 0.20, 1.73)
C (1.42, 0.35, -0.65)
C (1.57, 0.81, 0.67)
O (0.74, -1.49, -2.04)
H (-0.35, -2.42, -0.09)
H (-0.17, -1.47, 2.38)
H (1.78, 0.92, -1.48)
H (1.18, -0.94, -2.70)
H (0.86, -0.11, 3.84)
H (0.37, 1.50, 3.34)
H (2.17, 1.69, 0.78)
H (2.10, 0.97, 3.41)
C (-3.43, 0.80, -1.51)
C (-1.97, 1.24, -1.57)
H (-3.51, 0.24, -0.58)
H (-4.13, 1.62, -1.56)
H (-3.65, 0.10, -2.31)
H (-1.32, 0.37, -1.44)
H (-1.55, 1.62, -2.51)
H (-1.67, 1.87, -0.76)

Calculated values
SMILES string = Cc1ccc(O)cc1.CC
HOMO-LUMO gap = 9.272 eV
Energy relative to the best compared isomer or geometry (same formula, charge and spin) = 0.446 eV
E_HOMO = -0.309 Ha